Entry 1:
59
Properties=species:S:1:pos:R:3 method="wB97M-V/def2-TZVPD" gap_ev="5.13 / 6.39" molar_mass_g_mol=408.53 total_charge=+1 homo_energy_ev="-9.7 / -10.1" spin_multiplicity=2
C -0.328 0.575 -2.412
C -0.121 -0.789 -2.017
C 1.134 -0.863 -1.313
C 1.692 0.458 -1.290
C 0.775 1.349 -1.931
V -0.171 0.392 -0.366
C 1.205 1.109 3.298
C 0.362 1.793 2.425
H -0.703 1.756 2.626
C 0.693 2.173 1.098
H 1.759 2.312 0.957
H 0.129 3.012 0.716
C 0.468 0.327 4.431
H -0.609 0.183 4.231
H 0.852 -0.701 4.556
H 0.575 0.860 5.385
C 2.312 0.224 2.664
H 2.064 -0.115 1.633
H 3.267 0.764 2.608
H 2.440 -0.745 3.190
C -1.072 -1.875 -2.315
H -2.104 -1.565 -2.097
H -1.012 -2.180 -3.369
H -0.867 -2.748 -1.696
C 1.784 -2.103 -0.816
H 1.029 -2.787 -0.423
H 2.321 -2.619 -1.627
H 2.502 -1.892 -0.012
C 3.083 0.823 -0.893
H 3.573 0.008 -0.347
H 3.702 1.044 -1.779
H 3.105 1.721 -0.266
C 1.011 2.785 -2.246
H 1.719 3.245 -1.542
H 1.430 2.895 -3.260
H 0.073 3.356 -2.216
C -1.392 1.021 -3.345
H -1.432 2.115 -3.423
H -1.184 0.617 -4.348
H -2.381 0.649 -3.043
C -1.212 -2.340 0.562
C -0.640 -2.195 1.924
C -1.685 -3.630 0.423
C 0.200 -3.203 2.463
H -0.507 -1.364 2.596
C -1.046 -4.668 1.124
H -2.567 -3.790 -0.202
C -0.016 -4.513 2.045
H 0.877 -2.760 3.178
H -1.392 -5.674 1.023
H 0.602 -5.220 2.612
N -4.090 2.545 -1.535
C -2.875 2.485 -0.955
N -2.094 3.565 -1.092
S -2.483 1.094 -0.009
H -4.398 3.336 -2.053
H -4.699 1.719 -1.469
H -1.184 3.615 -0.605
H -2.475 4.415 -1.463

Entry 2:
14
Properties=species:S:1:pos:R:3 method="wB97M-V/def2-TZVPD" gap_ev=8.50 molar_mass_g_mol=110.11 total_charge=0 homo_energy_ev=-8.9 spin_multiplicity=1
C -1.536 0.966 -1.533
C -0.488 0.085 -0.936
C 0.914 -0.035 -1.192
C 1.511 -0.547 0.125
C 0.459 -0.418 1.227
C 0.430 -0.699 2.493
H -1.637 0.771 -2.648
H -2.837 0.796 -1.212
H -1.323 2.032 -1.028
H 1.573 0.083 -2.028
H 1.408 -1.161 2.968
H -0.385 -0.901 3.197
O 2.684 -0.980 0.202
O -0.773 0.007 0.365

Entry 3:
18
Properties=species:S:1:pos:R:3 method="wB97M-V/def2-TZVPD" gap_ev=6.65 molar_mass_g_mol=108.21 total_charge=0 homo_energy_ev=-9.6 spin_multiplicity=1
C -0.544 1.726 0.308
C 0.734 1.690 -0.486
C 0.855 0.413 -1.287
S -0.625 -0.139 -2.034
C -1.078 -2.424 0.520
H -0.402 2.117 1.311
H -1.370 2.288 -0.144
H -0.899 0.698 0.335
H 1.464 1.711 0.327
H 0.998 2.524 -1.140
H 0.860 -0.332 -0.315
H 1.599 0.512 -2.068
H -1.695 -1.645 0.960
H -0.688 -3.057 1.313
H -0.193 -2.024 0.041
H -1.773 -2.889 -0.172
H 1.790 -0.786 1.427
O 0.968 -0.384 1.104

Entry 4:
110
Properties=species:S:1:pos:R:3 method="wB97M-V/def2-TZVPD" gap_ev=6.30 molar_mass_g_mol=2162.04 total_charge=-1 homo_energy_ev=-4.8 spin_multiplicity=1
C -2.942 0.150 0.981
C -2.260 1.015 -0.090
C -2.326 2.474 0.375
C -0.781 0.677 -0.289
C -0.480 -0.624 -1.025
C -1.211 -0.646 -2.378
C -0.866 -1.867 -0.227
O -0.582 -1.832 1.142
Ga 1.217 -1.597 1.650
P 1.788 -2.984 3.514
S 3.286 -2.024 4.414
H -3.627 0.769 1.538
H -3.455 -0.673 0.504
H -2.206 -0.221 1.676
H -2.844 0.974 -1.003
H -1.743 3.114 -0.279
H -3.345 2.842 0.359
H -1.901 2.550 1.372
H -0.308 0.712 0.687
H -0.338 1.480 -0.872
H 0.576 -0.647 -1.274
H -2.143 -1.198 -2.328
H -0.597 -1.051 -3.176
H -1.447 0.372 -2.663
H -1.942 -2.013 -0.348
H -0.393 -2.730 -0.701
H 1.368 -0.122 2.246
H 2.266 -1.857 0.477
H 2.145 -4.304 3.173
H 0.695 -3.120 4.389
C 5.924 0.213 2.932
Cl 5.865 0.406 4.677
Cl 5.560 1.715 2.066
Cl 7.511 -0.386 2.435
H 5.172 -0.523 2.656
C -0.858 -5.902 -0.615
Cl 0.362 -5.034 0.291
Cl -2.422 -5.816 0.198
Cl -1.003 -5.204 -2.236
H -0.567 -6.939 -0.708
C 7.533 -3.331 0.103
Cl 5.927 -2.622 0.100
Cl 7.753 -4.423 1.473
Cl 7.858 -4.171 -1.422
H 8.257 -2.530 0.199
C 2.874 -6.186 -3.963
Cl 3.084 -7.943 -3.949
Cl 2.236 -5.615 -2.428
Cl 4.394 -5.380 -4.351
H 2.159 -5.943 -4.738
C 2.338 4.022 2.708
Cl 1.867 5.240 3.892
Cl 1.144 2.752 2.560
Cl 2.657 4.787 1.137
H 3.258 3.567 3.043
C 0.543 8.910 4.877
Cl 1.317 8.579 3.331
Cl 0.710 7.543 5.981
Cl 1.200 10.380 5.606
H -0.511 9.068 4.699
C -4.826 2.892 -3.401
Cl -3.968 1.367 -3.247
Cl -5.605 3.336 -1.882
Cl -3.743 4.176 -3.951
H -5.600 2.769 -4.146
C 4.238 1.105 -1.616
Cl 5.443 -0.142 -1.956
Cl 3.158 1.343 -2.997
Cl 3.358 0.673 -0.163
H 4.754 2.039 -1.436
C 11.546 -0.768 0.839
Cl 10.706 -0.931 2.375
Cl 12.104 -2.337 0.253
Cl 10.512 0.015 -0.355
H 12.413 -0.141 0.994
C 3.559 3.034 7.261
Cl 1.888 2.615 7.632
Cl 3.860 2.938 5.534
Cl 3.949 4.645 7.882
H 4.203 2.320 7.755
C -6.757 -1.057 0.470
Cl -5.946 -0.775 -1.071
Cl -6.493 -2.713 1.025
Cl -6.226 0.106 1.681
H -7.817 -0.919 0.315
C -10.245 1.279 -1.124
Cl -10.433 -0.198 -0.174
Cl -8.557 1.591 -1.513
Cl -11.224 1.196 -2.591
H -10.608 2.103 -0.527
C -4.583 -4.773 -2.721
Cl -5.102 -3.915 -1.278
Cl -5.935 -5.630 -3.473
Cl -3.823 -3.672 -3.870
H -3.844 -5.506 -2.424
C -2.233 2.432 5.254
Cl -3.787 2.890 4.536
Cl -1.370 1.312 4.218
Cl -1.262 3.867 5.593
H -2.437 1.937 6.192
C -5.319 2.979 -7.251
Cl -6.957 3.027 -6.588
Cl -4.430 1.600 -6.619
Cl -5.360 2.965 -9.014
H -4.807 3.878 -6.933
C 1.097 -2.624 -6.010
Cl 2.214 -3.560 -7.006
Cl -0.019 -1.700 -7.016
Cl 0.221 -3.674 -4.900
H 1.675 -1.925 -5.420